(1)
An isolated molecule of C5H8O2, computed with wB97M-V/def2-TZVPD.

Output
- E: -9405.9157 eV
- 2S+1: 1
- ΔE to the lowest compared entry with this formula, charge and spin: 377.9 kJ/mol
- LUMO energy: -0.604 eV
- HOMO-LUMO gap: 8.581 eV

```
15
Properties=species:S:1:pos:R:3:nbo_charge:R:1
O -2.214 -1.759 -1.251 -0.701
C -1.571 -0.571 -0.863 -0.263
C -0.887 -0.684 0.412 0.209
C 1.929 0.074 0.026 -0.618
C 1.105 0.793 1.094 -0.498
C -0.374 0.502 1.010 0.385
O -1.254 1.154 1.580 -0.560
H -2.743 -1.572 -2.036 0.469
H -2.270 0.284 -0.767 0.236
H -0.806 -0.254 -1.604 0.215
H 1.697 -0.998 0.004 0.218
H 3.000 0.174 0.226 0.225
H 1.741 0.485 -0.974 0.205
H 1.224 1.881 1.043 0.236
H 1.424 0.492 2.100 0.243
```


(2)
An isolated molecule of C5H8O2S, computed with wB97M-V/def2-TZVPD.

Output
- E: -20241.3152 eV
- 2S+1: 1
- ΔE to the lowest compared entry with this formula, charge and spin: 348.6 kJ/mol
- LUMO energy (spin up / spin down): -0.731 / -0.731 eV
- HOMO-LUMO gap (spin up / spin down): 9.005 / 9.006 eV

```
16
Properties=species:S:1:pos:R:3:nbo_charge:R:1
C 0.529 0.645 -0.721 -0.105
C 1.825 0.807 -0.493 -0.480
C -0.310 -0.179 0.246 0.202
C -1.003 -1.232 -0.670 -0.605
C -1.358 0.794 0.990 -0.631
O 3.243 -1.029 0.303 -0.845
O 0.427 -0.715 1.259 -0.685
S 2.423 -0.038 0.982 1.413
H 0.017 1.021 -1.677 0.227
H 2.510 1.118 -1.128 0.228
H -1.498 -1.890 -0.047 0.216
H -0.316 -1.774 -1.166 0.210
H -1.715 -0.599 -1.333 0.199
H -1.782 0.159 1.842 0.234
H -2.254 1.149 0.359 0.205
H -0.738 1.762 1.254 0.216
```


(3)
An isolated molecule of C5H8O3, computed with wB97M-V/def2-TZVPD.

Output
- E: -11454.6975 eV
- 2S+1: 1
- ΔE to the lowest compared entry with this formula, charge and spin: 272.2 kJ/mol
- LUMO energy: 0.702 eV
- HOMO-LUMO gap: 10.372 eV
- Structure (SMILES): C=CC1(O)OCCO1

```
16
Properties=species:S:1:pos:R:3:nbo_charge:R:1
C -0.989 -0.435 2.402 -0.367
C 0.040 0.145 1.751 -0.232
C -0.128 -0.789 -1.619 -0.092
C 1.193 -0.009 -1.482 -0.112
C -0.198 0.552 0.383 0.719
O -0.680 -0.587 -0.346 -0.536
O 1.291 0.502 -0.097 -0.554
O -0.828 1.731 0.238 -0.695
H -0.800 -1.026 3.353 0.209
H -1.917 -0.560 1.801 0.210
H 1.006 0.330 2.143 0.229
H -0.802 -0.507 -2.442 0.176
H 0.097 -1.866 -1.722 0.186
H 2.086 -0.603 -1.602 0.200
H 1.158 0.834 -2.274 0.159
H -0.529 2.286 -0.487 0.499
```


(4)
An isolated molecule of C5H8O3, computed with wB97M-V/def2-TZVPD.

Output
- E: -11456.9622 eV
- 2S+1: 1
- ΔE to the lowest compared entry with this formula, charge and spin: 53.7 kJ/mol
- LUMO energy: 0.597 eV
- HOMO-LUMO gap: 10.603 eV
- Structure (SMILES): C=C[C@@](C)(O)C(=O)O

```
16
Properties=species:S:1:pos:R:3:nbo_charge:R:1
C -0.060 -0.302 0.228 0.106
C -0.017 -1.807 -0.049 -0.605
C -1.460 0.243 -0.074 0.779
C 0.834 0.431 -0.758 -0.202
C 1.846 1.199 -0.407 -0.382
O 0.304 -0.090 1.567 -0.698
O -1.807 1.229 0.765 -0.697
O -2.156 -0.106 -0.987 -0.589
H 0.071 0.813 1.812 0.484
H -2.681 1.577 0.530 0.505
H 0.569 0.269 -1.793 0.214
H 1.012 -2.150 -0.005 0.222
H -0.437 -2.013 -1.029 0.232
H -0.595 -2.327 0.710 0.224
H 2.114 1.342 0.627 0.203
H 2.463 1.691 -1.138 0.205
```


(5)
An isolated molecule of C5H8O3, computed with wB97M-V/def2-TZVPD.

Output
- E: -11453.8074 eV
- 2S+1: 1
- ΔE to the lowest compared entry with this formula, charge and spin: 358.1 kJ/mol
- LUMO energy: 0.657 eV
- HOMO-LUMO gap: 9.705 eV
- Structure (SMILES): C=C[C@@]1(O)[C@H](O)[C@@H]1O

```
16
Properties=species:S:1:pos:R:3:nbo_charge:R:1
C 0.092 -0.365 0.977 0.034
C -0.339 -1.258 -0.165 0.005
C -0.335 0.279 -0.301 0.165
C 0.873 0.740 -1.206 -0.182
C 1.904 1.277 -0.544 -0.402
H -1.216 0.544 2.086 0.493
H 1.148 -0.395 1.329 0.199
H 0.421 -1.828 -0.756 0.196
H -1.740 -1.712 0.811 0.482
H -2.215 0.120 -0.607 0.491
H 0.757 0.525 -2.243 0.218
H 2.646 1.809 -1.200 0.199
H 2.079 1.467 0.534 0.209
O -0.775 -0.348 2.025 -0.718
O -1.711 -1.650 -0.096 -0.699
O -1.590 0.796 -0.643 -0.690
```


(6)
A structure of composition C5H8O3, computed with wB97M-V/def2-TZVPD.

Output
- E: -11450.3135 eV
- 2S+1: 1
- ΔE to the lowest compared entry with this formula, charge and spin: 695.2 kJ/mol
- LUMO energy: 1.073 eV
- HOMO-LUMO gap: 10.600 eV

```
16
Properties=species:S:1:pos:R:3:nbo_charge:R:1
C -1.823 -0.313 -0.142 -0.072
C -1.393 1.120 -0.110 -0.446
C 0.136 0.778 -0.058 0.315
C 1.753 -0.364 -0.387 -0.157
C 0.557 -1.050 0.387 0.313
H -2.269 -0.685 0.789 0.201
H -2.669 -0.527 -0.798 0.208
H -1.447 1.743 -0.925 0.209
H -1.951 1.618 0.711 0.221
H 0.088 0.282 -0.946 0.162
H 2.848 -0.639 -0.113 0.229
H 1.431 -0.666 -1.456 0.202
H 0.840 -1.783 1.095 0.191
O 1.443 1.146 -0.194 -0.487
O -0.620 -1.268 -0.512 -0.584
O 0.145 0.075 1.143 -0.507
```


(7)
A structure of composition C5H8O3Ru, computed with wB97M-V/def2-TZVPD.

Output
- E: -14021.7255 eV
- 2S+1: 6
- Charge: +1
- ΔE to the lowest compared entry with this formula, charge and spin: 218.2 kJ/mol
- LUMO energy (spin up / spin down): -6.920 / -8.342 eV
- HOMO-LUMO gap (spin up / spin down): 2.886 / 3.760 eV
- <S²>: 9.178

```
17
Properties=species:S:1:pos:R:3:nbo_charge:R:1
O 1.030 0.536 0.535 -0.446
C 2.474 0.439 0.760 0.261
C 2.717 1.001 2.145 -0.724
H 2.938 1.117 0.021 0.199
H 3.804 1.012 2.322 0.258
H 2.352 2.041 2.281 0.277
H 2.263 0.382 2.937 0.250
O -1.019 -0.122 -0.165 -0.463
O 0.777 -1.304 -0.859 -0.705
C -1.951 -1.029 -0.877 -0.346
C -2.950 -0.147 -1.603 -0.659
C 0.283 -0.335 -0.222 1.010
H -2.482 -1.543 -0.058 0.233
H -3.746 -0.779 -2.026 0.250
H -3.430 0.586 -0.928 0.251
H -2.491 0.409 -2.435 0.227
Ru -0.570 -2.263 -1.828 1.124
```


(8)
A cluster of 2 separate species, C5H8O4 in total, computed with wB97M-V/def2-TZVPD.

Output
- E: -13498.4078 eV
- 2S+1: 1
- ΔE to the lowest compared entry with this formula, charge and spin: 644.1 kJ/mol
- LUMO energy: -0.625 eV
- HOMO-LUMO gap: 7.988 eV

```
17
Properties=species:S:1:pos:R:3:nbo_charge:R:1
C -1.514 -1.240 -1.340 -0.070
C -0.755 -0.534 -0.082 -0.019
C 0.088 0.644 -0.111 0.465
C 0.922 1.162 1.035 0.199
C 1.751 2.243 1.050 -0.434
H -0.510 -1.687 -3.350 0.492
H -1.810 -0.297 -1.663 0.206
H -2.192 -1.927 -0.883 0.185
H -1.542 -0.118 0.824 0.206
H 0.440 -1.809 -0.143 0.487
H 0.670 -0.365 2.274 0.521
H 2.069 2.991 0.309 0.225
H 2.035 2.478 2.243 0.211
O -0.640 -1.942 -2.021 -0.709
O 0.043 -1.517 0.741 -0.744
O 0.133 1.315 -1.067 -0.519
O 0.811 0.604 2.185 -0.701
```